7
Properties=species:S:1:pos:R:3:mulliken_charge:R:1 method="wB97M-V/def2-TZVPD" charge=-1 max_force_ev_per_a=2.96 relative_energy_ev=1.383 smiles="NOC([O-])=S" gap_ev=7.39
N 0.27 0.54 -0.11 -0.481
O -0.03 0.99 1.25 -0.231
C -0.92 0.08 1.96 0.380
O -1.12 -1.02 1.51 -0.623
S -1.12 0.80 3.50 -0.545
H -0.23 -0.42 0.02 0.298
H 1.34 0.48 -0.26 0.201

7
Properties=species:S:1:pos:R:3:mulliken_charge:R:1 method="wB97M-V/def2-TZVPD" charge=-1 max_force_ev_per_a=2.74 relative_energy_ev=5.885 gap_ev=8.45
C -0.08 0.80 1.84 -0.260
N 0.08 0.94 -0.58 -0.478
O 0.61 -0.35 -2.77 -0.552
O 0.32 -1.61 -0.70 -0.533
S 0.23 -0.31 -1.34 0.709
H -1.29 0.92 1.63 0.054
H 0.12 -0.39 1.92 0.060

9
Properties=species:S:1:pos:R:3:mulliken_charge:R:1 method="wB97M-V/def2-TZVPD" charge=-2 max_force_ev_per_a=8.51 relative_energy_ev=1.121 smiles="O=CNP(=O)([O-])[O-]" gap_ev=6.45
O -2.60 0.36 0.19 -0.745
C -1.36 0.42 0.08 -0.043
N -0.49 -0.45 -0.11 -0.120
P 1.31 -0.11 0.04 0.818
O 1.41 1.24 -0.69 -0.814
O 1.52 0.00 1.54 -0.788
O 2.00 -1.26 -0.68 -0.823
H -0.76 1.31 -0.05 0.290
H -1.03 -1.52 -0.33 0.226

9
Properties=species:S:1:pos:R:3:mulliken_charge:R:1 method="wB97M-V/def2-TZVPD" charge=-1 s_squared=2.02 spin_multiplicity=3 max_force_ev_per_a=4.84 relative_energy_ev=3.080 gap_ev="5.39 / 5.88"
C 0.08 -0.59 -0.32 -0.727
N 1.84 -1.52 0.14 0.513
O 2.56 -1.66 -0.76 -0.547
O -2.39 -1.06 -1.42 -0.513
O 1.97 -1.66 1.34 -0.554
O -2.34 -0.70 1.04 -0.516
S -1.74 -1.43 -0.11 0.660
H 0.19 0.34 0.16 0.321
H 0.35 -0.54 -1.29 0.362

5
Properties=species:S:1:pos:R:3:mulliken_charge:R:1 method="wB97M-V/def2-TZVPD" charge=0 max_force_ev_per_a=3.58 relative_energy_ev=6.028 gap_ev="7.86 / 7.09"
C 1.71 0.41 0.08 -0.315
N -0.96 0.47 0.11 -0.481
P 0.31 -0.45 0.08 0.423
H -0.39 -1.79 -0.11 0.100
H -0.66 1.36 -0.17 0.272

4
Properties=species:S:1:pos:R:3:mulliken_charge:R:1 method="wB97M-V/def2-TZVPD" charge=0 max_force_ev_per_a=4.14 relative_energy_ev=0.459 smiles="C=O" gap_ev=10.99
C 0.05 -0.01 -0.09 -0.023
O 1.23 -0.05 -0.03 -0.342
H -0.46 0.93 0.06 0.203
H -0.82 -0.87 0.06 0.162

Copy entry 3 word for word.
9
Properties=species:S:1:pos:R:3:mulliken_charge:R:1 method="wB97M-V/def2-TZVPD" charge=-2 max_force_ev_per_a=8.51 relative_energy_ev=1.121 smiles="O=CNP(=O)([O-])[O-]" gap_ev=6.45
O -2.60 0.36 0.19 -0.745
C -1.36 0.42 0.08 -0.043
N -0.49 -0.45 -0.11 -0.120
P 1.31 -0.11 0.04 0.818
O 1.41 1.24 -0.69 -0.814
O 1.52 0.00 1.54 -0.788
O 2.00 -1.26 -0.68 -0.823
H -0.76 1.31 -0.05 0.290
H -1.03 -1.52 -0.33 0.226